105
Properties=species:S:1:pos:R:3:lowdin_charge:R:1 method="wB97M-V/def2-TZVPD" charge=+1 homo_ev=-11.2188 homo_lumo_gap_ev=8.517 lumo_energy_ev=-2.702
C 5.8883 -2.0402 1.2803 -0.167
C 4.7000 -1.1883 1.0393 -0.748
I 3.9284 -1.2840 -0.9258 1.012
C 4.0712 -0.4181 1.9156 -0.757
I 4.6673 -0.2428 3.9322 1.031
N 2.9442 0.3882 1.6052 -0.084
C 1.6439 0.0984 1.8905 0.048
C 0.9030 1.1441 1.4362 -0.063
C -0.5658 1.2856 1.5198 -0.364
O -1.0726 2.0399 2.2943 0.184
N -1.3312 0.4546 0.6430 0.186
C -2.5857 0.1536 1.2393 -0.570
O -2.6848 -0.7385 1.9904 0.198
F -3.5942 0.9226 0.9122 0.182
N 1.7848 2.0501 0.8701 0.090
C 1.3236 3.2732 0.2068 -0.038
C 0.9424 2.9008 -1.2408 -0.191
O 1.7367 2.3538 -1.9487 0.090
C 3.0376 1.5904 0.9775 -0.163
C 4.3280 2.1544 0.5188 -0.173
N 4.3102 3.5834 0.2566 0.036
H 6.3164 -1.9060 2.2640 0.030
H 5.6090 -3.0764 1.1103 0.088
H 6.6363 -1.8119 0.5252 0.080
H 1.2579 -0.7625 2.4032 0.138
H -1.4803 0.9401 -0.2423 0.152
H 0.4294 3.6188 0.7286 0.100
H 2.0348 4.0823 0.2390 0.122
H -0.0759 3.1070 -1.5693 0.108
H 5.0485 1.9327 1.3179 0.122
H 4.6925 1.6147 -0.3500 0.095
H 3.9902 4.0854 1.0765 0.038
H 5.2617 3.8996 0.1318 0.092
O -0.4171 -4.2317 -3.0915 0.108
C -1.3466 -3.6258 -2.6434 -0.470
O -1.2096 -2.7279 -1.6356 0.029
C -2.5012 -2.2380 -1.2386 -0.155
C -3.4093 -2.4745 -2.4374 -0.132
C -2.8033 -3.7379 -3.0423 -0.060
H -2.8252 -2.7907 -0.3544 0.133
H -2.4142 -1.1870 -0.9837 0.091
H -4.4598 -2.5676 -2.1704 0.123
H -3.3144 -1.6488 -3.1444 0.121
H -3.2211 -4.6409 -2.6004 0.112
H -2.9066 -3.7694 -4.1235 0.133
O -6.5394 -5.5384 -4.0514 0.130
C -5.8560 -6.4630 -3.7334 -0.484
O -4.8217 -6.3352 -2.8598 -0.011
C -4.1108 -7.5836 -2.7465 -0.155
C -5.1066 -8.6499 -3.1841 -0.150
C -5.9418 -7.8965 -4.2196 -0.070
H -3.2343 -7.5417 -3.3969 0.128
H -3.7808 -7.7102 -1.7182 0.125
H -4.6288 -9.5496 -3.5652 0.117
H -5.7370 -8.9352 -2.3413 0.119
H -5.5054 -7.9497 -5.2177 0.133
H -6.9752 -8.2276 -4.2491 0.127
O -1.3866 4.0216 -0.0843 0.054
C -1.9547 5.0796 -0.2185 -0.457
O -2.0825 5.9456 0.7877 0.054
C -2.8928 7.0723 0.3782 -0.129
C -2.7932 7.0932 -1.1406 -0.142
C -2.6360 5.6070 -1.4632 -0.061
H -3.9113 6.9040 0.7295 0.132
H -2.5050 7.9735 0.8438 0.129
H -3.6465 7.5663 -1.6195 0.122
H -1.8956 7.6318 -1.4460 0.122
H -3.5977 5.1030 -1.5714 0.138
H -2.0245 5.4292 -2.3440 0.128
O 0.6539 -0.8483 4.5114 0.080
C -0.0259 -0.1675 5.2318 -0.474
O 0.5139 0.6622 6.1448 0.028
C -0.5259 1.2714 6.9389 -0.142
C -1.7816 1.1778 6.0832 -0.140
C -1.5364 -0.1156 5.3071 -0.060
H -0.6143 0.7139 7.8727 0.130
H -0.2415 2.2952 7.1670 0.124
H -2.6983 1.1804 6.6682 0.120
H -1.8224 2.0188 5.3894 0.116
H -1.8855 -0.9956 5.8492 0.140
H -1.9711 -0.1003 4.3137 0.100
O -1.1129 -1.9793 -8.7699 0.124
C -0.4392 -2.6437 -8.0416 -0.492
O -0.7620 -2.8648 -6.7437 0.018
C 0.2836 -3.6085 -6.0866 -0.160
C 1.0331 -4.3149 -7.2091 -0.151
C 0.8790 -3.3256 -8.3643 -0.075
H 0.9171 -2.9044 -5.5429 0.128
H -0.1602 -4.2953 -5.3762 0.099
H 2.0650 -4.5474 -6.9545 0.115
H 0.5295 -5.2499 -7.4580 0.118
H 1.6666 -2.5710 -8.3674 0.129
H 0.8290 -3.8124 -9.3335 0.124
O 4.4578 5.1313 2.8674 0.101
C 4.5762 4.9256 4.0450 -0.479
O 4.3873 5.8786 4.9688 0.046
C 4.6939 5.3682 6.2831 -0.136
C 4.5526 3.8565 6.1595 -0.144
C 4.9732 3.6226 4.7087 -0.096
H 5.7081 5.6744 6.5434 0.131
H 4.0018 5.8026 6.9988 0.128
H 5.1429 3.3075 6.8896 0.119
H 3.5078 3.5709 6.2903 0.118
H 6.0518 3.4877 4.6116 0.136
H 4.4500 2.7874 4.2537 0.044

76
Properties=species:S:1:pos:R:3:lowdin_charge:R:1 method="wB97M-V/def2-TZVPD" charge=-1 homo_ev=-4.6922 homo_lumo_gap_ev=7.197 lumo_energy_ev=2.505
C -4.1503 5.1042 0.1921 -0.120
C -4.4412 3.5749 0.4160 -0.250
C -5.9209 3.4569 0.8892 -0.216
C -6.2252 2.2123 1.7780 -0.204
C -5.3515 0.9587 1.4504 -0.207
C -4.2713 0.6410 2.5547 -0.196
C -2.8973 0.3183 1.8748 -0.216
C -1.6584 0.5823 2.7651 -0.197
C -1.2358 2.0955 2.8410 -0.202
C 0.2689 2.3340 2.5059 -0.221
C 0.5531 3.6295 1.6920 -0.202
C 0.1231 3.5901 0.1805 -0.223
C -0.4557 2.2389 -0.3109 -0.364
C -0.7028 2.1949 -1.8704 -0.465
Nb 1.2578 1.6849 -2.9129 0.947
H -3.2908 5.2818 -0.4726 0.061
H -4.0654 5.6546 1.1455 0.070
H -5.0360 5.5350 -0.3243 0.067
H -3.7023 3.1742 1.1296 0.082
H -4.2646 3.1037 -0.5695 0.110
H -6.1195 4.3542 1.5151 0.100
H -6.5905 3.5585 0.0163 0.108
H -6.1126 2.4439 2.8503 0.098
H -7.2884 1.9435 1.6129 0.096
H -6.0383 0.0860 1.4596 0.098
H -4.9168 0.9813 0.4375 0.099
H -4.5874 -0.2865 3.0750 0.100
H -4.2187 1.4238 3.3312 0.101
H -2.9064 -0.7717 1.6588 0.111
H -2.8688 0.8219 0.8955 0.082
H -1.7333 0.1268 3.7699 0.106
H -0.8080 0.0604 2.2752 0.097
H -1.4059 2.4212 3.8902 0.100
H -1.9015 2.7397 2.2337 0.086
H 0.8026 2.4529 3.4742 0.102
H 0.7303 1.4622 2.0153 0.092
H 0.1577 4.5212 2.2170 0.099
H 1.6574 3.7577 1.7012 0.099
H 0.9455 3.9147 -0.4849 0.065
H -0.6835 4.3466 0.0551 0.094
H -1.4521 2.1214 0.1684 0.060
H 0.1600 1.3691 -0.0306 0.053
H -1.2187 3.1012 -2.2412 0.015
H -1.3790 1.3243 -2.0371 0.015
H 0.3826 1.8689 -4.5110 -0.202
H 0.8587 -0.1068 -2.8026 -0.179
H 2.0516 1.5491 -1.2513 -0.155
H 1.6618 3.4793 -2.9458 -0.192
H 2.8356 1.3653 -3.7596 -0.232
O 3.2557 -4.3052 -0.7810 -0.281
Si 3.8508 -5.7861 -1.2241 0.354
C 5.6144 -5.9883 -0.6133 -0.168
C 3.8397 -5.9620 -3.0921 -0.166
C 2.8153 -7.1680 -0.4981 -0.171
Si 3.6021 -2.6892 -1.0094 0.360
C 2.3718 -1.6018 -0.1150 -0.185
C 3.5487 -2.2659 -2.8350 -0.172
C 5.3167 -2.2922 -0.3522 -0.168
H 6.2803 -5.2771 -1.1063 0.021
H 5.9796 -6.9970 -0.8224 0.028
H 5.6699 -5.8191 0.4644 0.032
H 2.8391 -5.7790 -3.4893 0.036
H 4.1486 -6.9685 -3.3853 0.028
H 4.5258 -5.2481 -3.5522 0.022
H 1.7825 -7.1062 -0.8473 0.030
H 2.8130 -7.1219 0.5932 0.028
H 3.2189 -8.1380 -0.7976 0.028
H 1.3588 -1.7775 -0.4820 0.025
H 2.6142 -0.5481 -0.2785 -0.010
H 2.3895 -1.7941 0.9622 0.025
H 4.3395 -2.7913 -3.3792 0.016
H 3.6868 -1.1929 -2.9834 0.008
H 2.5869 -2.5510 -3.2659 0.031
H 6.0863 -2.8136 -0.9272 0.016
H 5.4078 -2.5937 0.6944 0.029
H 5.5097 -1.2197 -0.4200 0.035

15
Properties=species:S:1:pos:R:3:lowdin_charge:R:1 method="wB97M-V/def2-TZVPD" charge=0 homo_ev=-9.6967 smiles="C=C(Cl)C(=C)C(C)=O" homo_lumo_gap_ev=9.676 lumo_energy_ev=-0.021
C -1.4173 -0.6158 1.5548 0.001
C -0.9987 0.0023 0.4583 -0.689
Cl -2.0622 0.0740 -0.9571 0.632
C 0.3947 0.5468 0.3322 -0.264
C 0.6400 1.8565 0.4924 0.120
C 1.4406 -0.4394 -0.0776 -0.388
C 2.8281 0.0712 -0.4794 -0.012
O 1.2513 -1.6477 -0.0829 0.086
H -0.8303 -0.7056 2.4211 0.058
H -2.3572 -1.2119 1.5327 0.081
H -0.1401 2.5329 0.7656 0.076
H 1.6112 2.2917 0.4025 0.063
H 3.2558 0.7681 0.2502 0.085
H 3.3647 -0.8345 -0.6923 0.076
H 2.8181 0.5532 -1.4301 0.076